# 1
# C15H17AlF5O5PSe

A structure of composition C15H17AlF5O5PSe (ωB97M-V with the def2-TZVPD basis set, the Open Molecules 2025 dataset).

Values from the calculation:
ΔE to the lowest compared entry with this formula, charge and spin	0.0	kJ/mol
gap between HOMO and LUMO	8.621	eV
F_max	0.55	eV/A

Structure (ORCA input):
```
! RIJCOSX wB97M-V def2-TZVPD def2/J DEFGRID3
* xyz 0 1
Al 0.97 -0.91 -0.92
O 1.03 -3.65 -3.54
C 1.26 -2.86 -2.67
O 0.45 -1.87 -2.32
C 2.53 -2.88 -1.76
O 3.40 -3.69 -1.87
O 2.46 -1.93 -0.85
C -1.13 -2.19 2.12
P 0.43 -2.14 1.18
C 1.68 -1.84 2.47
C 0.66 -3.91 0.81
H -1.04 -2.92 2.92
H -1.95 -2.49 1.46
H -1.35 -1.21 2.55
H 1.56 -2.58 3.27
H 1.57 -0.84 2.89
H 2.67 -1.93 2.03
H 0.47 -4.50 1.71
H 1.68 -4.10 0.47
H -0.03 -4.21 0.03
F -0.65 5.49 2.08
C -0.02 4.52 1.42
C 0.79 4.81 0.34
F 0.94 6.08 -0.04
C 1.43 3.79 -0.35
F 2.19 4.11 -1.40
C 1.29 2.45 0.01
Se 2.25 1.12 -0.94
C 0.51 2.21 1.13
F 0.41 0.95 1.60
C -0.15 3.20 1.82
F -0.92 2.89 2.87
C -1.99 1.68 -2.17
C -2.77 1.32 -0.88
C -1.98 0.14 -0.28
O -0.79 0.02 -1.07
C -1.14 0.45 -2.41
H -1.35 2.54 -2.00
H -2.66 1.88 -3.00
H -3.79 1.02 -1.10
H -2.80 2.17 -0.20
H -2.55 -0.79 -0.34
H -1.69 0.31 0.76
H -1.68 -0.36 -2.92
H -0.22 0.65 -2.95
*
```

***

# 2
# C5H7O3

The ion C5H7O3 with charge +1 (ωB97M-V with the def2-TZVPD basis set, the Open Molecules 2025 dataset).

Values from the calculation:
ΔE to the lowest compared entry with this formula, charge and spin	165.5	kJ/mol
gap between HOMO and LUMO	6.266	eV
F_max	6.47	eV/A

Structure (ORCA input):
```
! RIJCOSX wB97M-V def2-TZVPD def2/J DEFGRID3
* xyz 1 1
C 0.52 0.58 1.97
C 1.24 -0.41 -3.21
C -0.52 0.22 1.28
C 0.72 -0.05 -0.87
C -1.93 0.03 1.66
O 1.79 0.27 -0.59
O -0.52 -0.01 -0.10
O 0.38 -0.41 -2.30
H 1.53 0.55 1.41
H 0.57 0.53 3.06
H 0.86 -0.72 -4.34
H 2.22 0.04 -3.11
H -2.60 0.42 0.91
H -2.07 -1.09 1.47
H -2.19 0.06 2.76
*
```

***

# 3
# C4H6N2O2

The molecule C4H6N2O2 (ωB97M-V with the def2-TZVPD basis set, the Open Molecules 2025 dataset).

Values from the calculation:
ΔE to the lowest compared entry with this formula, charge and spin	489.7	kJ/mol
gap between HOMO and LUMO	8.647	eV
F_max	11.22	eV/A

Structure (ORCA input):
```
! RIJCOSX wB97M-V def2-TZVPD def2/J DEFGRID3
* xyz 0 1
H 0.20 -3.79 -0.08
N 0.53 -3.16 0.55
C 0.17 -1.99 0.29
N -0.40 -1.30 -0.83
C -0.11 -0.07 -0.86
C 0.12 0.32 0.38
O 0.51 1.35 1.23
C -0.07 2.39 0.58
O 0.07 -0.92 1.11
H -0.56 -1.82 -1.71
H 0.22 0.74 -1.77
H -1.09 2.19 0.62
H 0.39 2.54 -0.48
H 0.01 3.51 0.97
*
```

***

# 4
# C23H22ClN2OPPdS4

A structure of composition C23H22ClN2OPPdS4 (ωB97M-V with the def2-TZVPD basis set, the Open Molecules 2025 dataset).

Values from the calculation:
ΔE to the lowest compared entry with this formula, charge and spin	37.2	kJ/mol
gap between HOMO and LUMO (alpha / beta)	8.457 / 6.144	eV
F_max	0.14	eV/A

Structure (ORCA input):
```
! RIJCOSX wB97M-V def2-TZVPD def2/J DEFGRID3
* xyz 2 5
Pd 1.45 -0.69 0.47
O -1.39 -7.07 -0.76
C -0.93 -6.01 -0.51
S 0.59 -5.39 -1.27
C 0.60 -3.90 -0.42
C -0.44 -3.64 0.47
S -0.59 -2.18 1.31
S -1.65 -4.86 0.66
S 1.88 -2.81 -0.67
N 1.89 -0.68 2.64
C 3.34 -0.49 2.90
C 4.14 -1.33 1.94
N 3.84 -0.92 0.55
H 1.34 0.02 3.12
H 1.58 -1.58 3.00
H 3.59 -0.74 3.93
H 3.56 0.57 2.75
H 3.87 -2.39 2.04
H 5.20 -1.24 2.17
H 4.19 -1.62 -0.10
H 4.33 -0.06 0.33
Cl 2.49 1.92 0.10
C 1.11 3.01 0.21
C 1.36 4.35 0.40
C 0.28 5.22 0.46
C -1.02 4.74 0.33
C -1.25 3.39 0.14
C -0.18 2.49 0.07
P -0.48 0.74 -0.22
C -2.13 0.42 0.40
C -3.16 -0.04 -0.43
C -4.41 -0.30 0.12
C -4.63 -0.10 1.48
C -3.61 0.37 2.30
C -2.36 0.63 1.76
C -0.35 0.40 -1.97
C 0.07 1.38 -2.87
C 0.21 1.05 -4.21
C -0.07 -0.23 -4.65
C -0.48 -1.21 -3.76
C -0.61 -0.91 -2.41
H 2.38 4.71 0.50
H 0.46 6.28 0.62
H -1.85 5.43 0.38
H -2.26 3.03 0.04
H -2.99 -0.18 -1.49
H -5.21 -0.64 -0.52
H -5.61 -0.30 1.90
H -3.79 0.55 3.35
H -1.57 1.01 2.40
H 0.27 2.38 -2.53
H 0.53 1.81 -4.91
H 0.04 -0.48 -5.70
H -0.70 -2.21 -4.11
H -0.93 -1.67 -1.71
*
```